ORCA calculation (ωB97M-V/def2-TZVPD) on C7H7N as an isolated structure at a distorted geometry.

ORCA input file:
```
! wB97M-V def2-TZVPD RIJCOSX def2/J DEFGRID3
* xyz 0 1
C -1.69626 -0.27177 0.87005
C -0.84161 0.34644 1.95263
C 0.27962 0.94696 1.50791
C 1.35050 0.56121 -0.74222
C 0.82799 0.07390 -1.90541
C -0.41745 -0.47174 -1.78577
C -0.63479 -0.36766 -0.20211
H -2.54592 -0.86342 1.14346
H -1.28665 0.39774 2.92854
H 1.14538 1.54037 1.89370
H 2.13689 1.03517 -0.54361
H 1.85498 -0.21471 -2.68657
H -0.37863 -1.60786 -2.63751
H -0.35121 -1.52242 0.00969
N 0.55715 0.41780 0.19722
*
```

energy relative to the best compared isomer or geometry (same formula, charge and spin): 6.6661 eV
maximum force: 9.6 eV/Å
E_LUMO: 0.202 eV
Kohn-Sham gap: 6.8 eV
total energy: -325.41372 Eh